Density functional theory data (ωB97M-V with the def2-TZVPD basis set) for a molecular structure, C4H16BCuF4N10O10 in a non-equilibrium geometry.

Net charge: -1
Lowest unoccupied orbital energy (alpha / beta) (eV): 2.08 / 1.30
HOMO energy (alpha / beta) (eV): -3.709 / -3.685
DFT total energy (eV): -95971.1167
Spin multiplicity: 2
M (g mol⁻¹): 514.58
Kohn-Sham gap (alpha / beta) (eV): 5.8 / 5.0

```
46
Properties=species:S:1:pos:R:3:forces:R:3
Cu -30.828820 28.671370 31.168920 -0.60 -0.80 -0.61
N -29.809350 25.782950 29.603640 -4.37 -2.26 -0.49
O -30.856210 25.080760 29.549940 0.84 0.47 0.16
O -28.838160 25.433760 28.987520 3.14 -0.40 -1.19
O -29.843740 26.847500 30.202290 0.98 2.44 1.66
N -33.016840 26.278080 32.030050 -1.54 -3.47 3.80
O -33.378120 26.081620 33.203820 -0.29 1.03 2.21
O -32.452970 27.235800 31.686420 3.95 7.86 -1.35
O -33.193660 25.422420 31.264180 -1.66 -4.86 -4.58
B -33.712790 30.606870 30.338450 -0.68 -1.17 -0.88
F -32.721040 31.413040 29.794610 1.17 1.34 -0.45
F -34.706860 31.400500 30.858830 -0.60 0.71 0.69
F -34.242310 29.855410 29.267790 -0.05 -0.16 0.05
F -33.142740 29.800260 31.309740 0.20 -0.20 0.40
C -30.517550 31.933660 32.077900 0.80 -3.07 0.91
O -30.553410 30.715840 31.943540 0.38 -0.53 -0.86
N -31.557960 32.675010 32.229750 -3.91 2.17 -0.40
N -29.413030 32.588630 32.366910 3.74 1.21 0.23
H -31.403660 33.666270 32.346760 -0.46 -0.23 -0.28
H -32.323640 32.373450 31.644180 -0.64 0.12 0.16
H -28.525240 32.152770 32.162080 -0.22 0.06 0.16
H -29.439670 33.592460 32.475180 0.27 -0.37 -0.19
C -31.481510 28.915470 27.868050 -0.63 -0.13 4.65
O -31.317850 29.037110 29.104080 0.56 0.28 -0.07
N -32.085730 29.807930 27.167650 -0.96 3.31 -1.52
N -31.263010 27.841140 27.205390 2.07 -4.11 -1.45
H -32.446940 30.571040 27.721990 -0.41 0.34 -0.57
H -32.058930 29.665000 26.168180 -0.58 0.93 0.37
H -30.760270 27.114280 27.694290 -0.24 -0.36 -0.35
H -31.592980 27.736110 26.256610 0.24 -0.35 0.50
C -29.566400 28.129910 34.193500 -0.16 -1.55 -4.59
O -30.187420 28.261070 33.158410 -0.41 0.89 -2.14
N -30.075690 28.283820 35.323710 -3.60 2.02 6.61
N -28.391250 27.577220 34.326470 4.61 -1.40 -0.50
H -31.028670 28.606030 35.413810 0.18 -0.11 0.04
H -29.470990 28.192010 36.127460 -0.83 0.26 0.06
H -28.127090 27.283970 35.256170 0.31 -0.11 -0.64
H -27.788960 27.324200 33.556200 -0.47 0.08 0.10
C -27.825780 29.382410 29.448410 -2.33 -0.33 2.71
O -28.778450 29.353930 30.233630 0.46 -0.06 0.07
N -27.718520 30.339480 28.574260 0.30 2.42 -2.66
N -26.804370 28.559510 29.515950 1.86 -1.77 0.73
H -28.545380 30.892410 28.399150 0.38 0.02 -0.11
H -26.848270 30.437210 28.071060 -0.60 0.32 -0.21
H -26.863440 27.896420 30.275500 0.13 -0.26 -0.54
H -26.096780 28.493470 28.798270 -0.32 -0.23 0.33
```
Positions in Å, forces in eV/Å.